18
Properties=species:S:1:pos:R:3:forces:R:3 method="wB97M-V/def2-TZVPD" total_charge=+1 relative_energy_kj_mol=403.7 e_lumo_ha=-0.169 orbital_gap_ha=0.392
C 2.975422 0.295869 -0.044830 -1.3 -1.4 -0.1
N 2.054415 -0.411808 0.002616 2.2 3.1 0.6
N 0.904327 -0.883355 0.095128 -1.6 -1.4 -0.9
C -0.431321 -0.028472 -0.006249 -0.3 -1.0 1.1
C -0.812060 0.277827 1.488191 -0.4 0.3 -4.4
C -0.173684 1.153295 -0.900853 0.6 1.6 2.4
C -1.450421 -1.036471 -0.608633 2.2 1.3 -2.4
H 3.865316 0.570561 0.433599 1.1 0.6 0.2
H 0.948529 -1.689906 -0.505972 -1.0 -0.8 0.0
H -0.692095 -0.570464 2.002497 -0.1 -3.3 2.1
H -0.139815 0.928389 1.833676 2.9 2.7 1.5
H -1.731462 0.764451 1.627179 -1.6 0.2 -0.2
H -0.143934 0.752169 -1.881460 -0.3 0.6 -1.3
H 0.797979 1.649842 -0.643747 -0.4 -0.6 -0.4
H -0.842369 2.020726 -0.587818 0.2 -1.4 -1.2
H -2.246678 -0.390669 -0.890165 -1.0 0.1 -0.4
H -1.146783 -1.688728 -1.499807 0.0 1.4 0.9
H -1.735373 -1.713249 0.086647 -1.2 -1.9 2.4